No. 1
This record from the OMol25 dataset describes a single H3N3 molecule. The level of theory is wB97M-V/def2-TZVPD.

CARTESIAN COORDINATES (ANGSTROEM)
H  -0.643  -1.497  -1.370
N  -0.411  -0.637  -0.911
N  0.152  -0.629  0.213
N  0.505  0.601  0.630
H  0.170  0.843  1.519
H  0.227  1.319  -0.083

Cartesian forces, eV/Å:
0.39 -1.31 0.94
1.10 2.80 0.89
-1.59 -1.89 -1.30
0.13 1.27 -2.82
-0.23 -0.17 1.56
0.19 -0.70 0.73

Values from the calculation:
- HOMO level: -9.45 eV
- Frontier orbital gap: 10.68 eV
- Energy above the lowest of the compared OMol25 structures with the same formula, charge and spin: 69.1 kcal per mole
- E: -4516.91346 eV
- LUMO: 1.23 eV

---

No. 2
This record from the OMol25 dataset describes C27H22BrIN4O3RuS as an isolated structure. The level of theory is wB97M-V/def2-TZVPD.

CARTESIAN COORDINATES (ANGSTROEM)
Ru  1.231  -0.162  -0.134
C  -6.012  3.129  -2.413
C  -4.575  2.728  -2.414
C  -3.796  2.864  -1.268
C  -2.482  2.432  -1.246
C  -1.942  1.873  -2.388
C  -2.686  1.750  -3.549
C  -3.997  2.186  -3.561
S  -0.364  1.077  -2.344
O  0.681  1.835  -1.667
O  -0.058  0.565  -3.649
N  -0.543  -0.126  -1.261
C  -1.189  -1.268  -1.002
C  -2.466  -1.643  -1.445
C  -2.979  -2.843  -0.999
C  -2.222  -3.646  -0.150
C  -0.974  -3.198  0.253
N  -0.475  -2.036  -0.140
H  -6.335  3.415  -1.418
H  -6.627  2.307  -2.775
H  -6.167  3.973  -3.078
H  -4.236  3.295  -0.381
H  -1.883  2.518  -0.354
H  -2.228  1.304  -4.417
H  -4.584  2.086  -4.462
H  -3.024  -0.981  -2.091
H  -3.972  -3.147  -1.294
H  -2.603  -4.596  0.191
H  -0.351  -3.774  0.921
O  3.021  -0.763  0.989
C  3.767  -1.793  0.983
C  4.555  -2.074  2.141
C  5.367  -3.172  2.209
C  5.441  -4.063  1.133
C  4.709  -3.822  -0.010
C  3.888  -2.698  -0.139
C  3.224  -2.422  -1.382
N  2.368  -1.429  -1.639
C  2.044  -1.501  -2.952
C  2.702  -2.555  -3.520
N  3.435  -3.124  -2.529
H  4.484  -1.373  2.959
H  5.946  -3.357  3.100
H  6.079  -4.931  1.194
H  4.765  -4.539  -0.814
H  1.382  -0.794  -3.416
H  2.699  -2.925  -4.524
H  4.075  -3.892  -2.649
Br  0.324  0.124  4.963
C  0.271  2.012  4.891
C  0.209  2.726  6.081
C  0.178  4.109  6.055
C  0.209  4.781  4.843
C  0.257  4.069  3.652
C  0.286  2.687  3.685
I  0.363  1.517  1.700
H  0.194  2.185  7.014
H  0.137  4.654  6.986
H  0.206  5.859  4.821
H  0.273  4.589  2.708

Forces on atoms 1 to 6 (eV/Å):
0.48 -1.08 -0.73
-0.03 0.07 -0.04
0.19 -0.12 -0.05
0.07 -0.08 -0.10
0.05 0.12 0.16
0.45 -0.18 -0.17

Values from the calculation:
- HOMO level (spin up / spin down): -10.37 / -10.82 eV
- Frontier orbital gap (spin up / spin down): 7.55 / 4.99 eV
- E: -132010.81198 eV
- Charge: +1
- LUMO (spin up / spin down): -2.82 / -5.83 eV
- 2S+1: 6

---

No. 3
This record from the OMol25 dataset describes a single C5H10O4Se molecule. The level of theory is wB97M-V/def2-TZVPD.

CARTESIAN COORDINATES (ANGSTROEM)
O  -0.203  1.047  -2.276
C  -0.355  0.327  -1.059
C  0.156  1.194  0.161
O  -0.467  2.442  0.010
C  -0.173  0.542  1.443
Se  0.738  1.079  3.074
O  0.550  -0.884  1.366
C  0.110  -1.644  0.269
C  0.378  -1.019  -1.125
O  -0.194  -1.868  -2.154
H  -0.693  1.827  -2.063
H  -1.411  -0.023  -0.683
H  1.206  1.348  -0.007
H  0.132  3.199  0.140
H  -1.266  0.306  1.568
H  0.289  -0.043  3.976
H  -1.020  -1.625  0.445
H  0.579  -2.655  0.502
H  1.408  -0.886  -1.452
H  0.238  -2.661  -2.136

Forces on atoms 1 to 6 (eV/Å):
-0.31 -1.38 1.29
-0.50 -1.34 1.02
0.27 0.42 -1.85
-0.71 1.21 0.09
0.95 -4.50 1.24
-0.34 0.63 0.52

Values from the calculation:
- HOMO level: -9.04 eV
- Frontier orbital gap: 9.46 eV
- Energy above the lowest of the compared OMol25 structures with the same formula, charge and spin: 0.0 kcal per mole
- E: -78880.76285 eV
- LUMO: 0.41 eV

---

No. 4
This record from the OMol25 dataset describes an isolated ion of composition H5N4O and charge -1. The level of theory is wB97M-V/def2-TZVPD.

CARTESIAN COORDINATES (ANGSTROEM)
N  0.632  0.746  1.083
N  0.036  -0.413  0.451
N  0.750  -0.610  -0.806
N  -1.341  -0.212  0.174
O  -1.573  0.144  -1.186
H  1.392  0.301  1.522
H  0.844  1.413  0.395
H  -0.090  -0.366  -1.407
H  1.036  -1.572  -0.901
H  -1.687  0.568  0.676

Forces on atoms 1 to 6 (eV/Å):
-2.38 -1.07 1.10
2.22 -0.24 0.36
-0.75 0.78 0.51
-1.82 -1.41 -1.81
0.20 0.24 0.20
1.45 0.32 0.36

Values from the calculation:
- HOMO level: -1.54 eV
- Frontier orbital gap: 6.63 eV
- Energy above the lowest of the compared OMol25 structures with the same formula, charge and spin: 42.8 kcal per mole
- E: -8084.70235 eV
- Charge: -1
- LUMO: 5.09 eV

---

No. 5
This record from the OMol25 dataset describes a 2-piece molecular cluster, C9H22NSi overall. The level of theory is wB97M-V/def2-TZVPD.

CARTESIAN COORDINATES (ANGSTROEM)
C  -0.220  1.297  -0.210
C  -0.300  -0.086  -0.684
C  -1.202  2.108  -1.033
C  0.742  -0.237  4.023
C  2.794  -0.236  2.510
C  -2.125  -0.417  -4.106
C  -0.493  -3.028  -3.062
C  -0.236  1.540  1.513
C  1.243  -0.049  2.578
N  0.942  1.231  2.084
Si  -0.726  -1.262  -3.162
H  0.777  1.781  -0.399
H  -1.329  -0.351  -0.709
H  -0.999  2.074  -2.172
H  -1.217  3.151  -0.832
H  -2.270  1.752  -0.844
H  -0.417  -0.362  3.990
H  1.203  -1.182  4.348
H  0.913  0.661  4.615
H  3.073  -1.213  3.005
H  3.428  0.425  3.080
H  3.145  0.022  1.462
H  -2.118  0.604  -4.042
H  -2.075  -0.860  -5.046
H  -3.052  -0.710  -3.588
H  -0.656  -3.530  -4.024
H  0.525  -3.269  -2.705
H  -1.043  -3.309  -2.221
H  -1.068  1.113  1.990
H  -0.440  2.670  1.534
H  0.742  -0.802  1.866
H  0.280  -0.848  -0.173
H  1.804  1.826  1.940

Forces on atoms 1 to 6 (eV/Å):
1.64 1.38 -1.39
-0.17 -0.97 0.76
-1.81 -0.56 -1.19
-2.20 -0.92 -1.28
-0.18 -0.78 -0.51
0.34 -2.92 2.19

Values from the calculation:
- HOMO level (spin up / spin down): -11.07 / -11.06 eV
- Frontier orbital gap (spin up / spin down): 5.78 / 5.79 eV
- Energy above the lowest of the compared OMol25 structures with the same formula, charge and spin: 116.9 kcal per mole
- E: -19045.97709 eV
- Charge: +1
- LUMO (spin up / spin down): -5.29 / -5.27 eV

---

No. 6
This record from the OMol25 dataset describes a 2-piece molecular cluster, C4H6S overall. The level of theory is wB97M-V/def2-TZVPD.

CARTESIAN COORDINATES (ANGSTROEM)
C  -0.980  1.525  0.333
C  -0.961  0.429  -0.404
S  -1.828  -1.040  0.048
H  -1.501  1.556  1.276
H  -0.473  2.421  0.021
H  -0.436  0.360  -1.344
H  -1.214  -1.840  -0.823
C  2.131  -0.971  -0.290
C  1.564  -0.726  0.733
H  2.620  -1.211  -1.186
H  1.079  -0.504  1.637

Forces on atoms 1 to 6 (eV/Å):
-0.07 0.00 0.02
-0.24 -0.22 -0.08
-0.10 0.16 0.08
-0.11 0.03 0.18
0.11 0.13 -0.12
0.07 0.14 -0.03

Values from the calculation:
- HOMO level: -8.66 eV
- Frontier orbital gap: 9.55 eV
- Energy above the lowest of the compared OMol25 structures with the same formula, charge and spin: 57.2 kcal per mole
- E: -15077.31383 eV
- LUMO: 0.89 eV

---

Look up the E of the fifth one. -19045.97709 eV

---

Among the records above, which one has the highest E? H3N3

---

Which value of E does entry 5 give? -19045.97709 eV